1.
The following is a DFT calculation (wB97M-V/def2-TZVPD) of a 18-piece molecular cluster, C60H168N12O18 overall.

The geometry in ORCA input format:
```
! RIJCOSX wB97M-V def2-TZVPD def2/J DEFGRID3
* xyz 0 1
C 2.91 6.42 -1.54
C 2.08 5.61 -0.56
C 0.60 5.67 -1.02
O -0.19 4.98 -0.09
C -1.55 4.96 -0.58
N 2.53 4.22 -0.44
H 3.97 6.19 -1.42
H 2.70 7.50 -1.46
H 2.64 6.17 -2.54
H 2.12 6.02 0.44
H 0.55 5.20 -2.03
H 0.22 6.72 -1.13
H -1.74 4.46 -1.52
H -2.02 5.97 -0.65
H -2.09 4.54 0.19
H 2.09 3.85 0.36
H 2.43 3.69 -1.34
C -0.99 -0.11 -6.05
C -2.28 0.64 -6.06
C -3.21 0.26 -7.20
O -2.55 0.53 -8.42
C -3.39 0.23 -9.51
N -2.92 0.32 -4.73
H -1.07 -1.11 -5.65
H -0.31 0.46 -5.40
H -0.46 -0.07 -7.00
H -2.15 1.72 -6.15
H -4.15 0.82 -7.17
H -3.41 -0.82 -7.09
H -3.40 -0.87 -9.74
H -2.99 0.70 -10.41
H -4.41 0.52 -9.30
H -3.88 0.59 -4.66
H -2.87 -0.69 -4.56
C 3.48 -5.55 4.52
C 2.28 -4.95 3.71
C 1.12 -4.78 4.65
O 0.56 -6.03 5.07
C -0.34 -5.78 6.13
N 2.73 -3.63 3.20
H 3.68 -4.91 5.40
H 4.38 -5.72 3.92
H 3.21 -6.50 4.89
H 1.89 -5.63 2.97
H 0.33 -4.08 4.36
H 1.52 -4.24 5.51
H -1.04 -4.97 5.93
H 0.20 -5.37 6.98
H -0.86 -6.69 6.31
H 3.57 -3.81 2.73
H 2.15 -3.33 2.48
C 3.80 -2.95 -0.87
C 3.69 -1.41 -1.02
C 5.03 -0.70 -0.88
O 4.78 0.70 -1.00
C 5.97 1.43 -1.15
N 2.98 -1.00 -2.19
H 4.22 -3.33 0.06
H 4.46 -3.40 -1.62
H 2.78 -3.42 -1.08
H 3.13 -1.13 -0.12
H 5.50 -1.00 -1.86
H 5.54 -0.97 0.07
H 6.33 1.40 -2.18
H 6.72 1.19 -0.36
H 5.62 2.49 -0.99
H 2.11 -1.50 -2.33
H 2.77 -0.02 -2.30
C 4.28 2.99 -4.19
C 2.88 2.43 -4.21
C 2.80 1.16 -5.05
O 3.08 1.38 -6.43
C 2.06 2.28 -6.92
N 2.41 2.28 -2.84
H 5.03 2.23 -3.80
H 4.36 3.80 -3.47
H 4.65 3.34 -5.16
H 2.22 3.20 -4.69
H 1.86 0.69 -4.94
H 3.58 0.52 -4.63
H 2.05 2.45 -8.00
H 2.18 3.32 -6.58
H 1.07 1.99 -6.61
H 1.63 1.66 -2.66
H 3.12 2.13 -2.18
C 2.14 -3.69 -7.92
C 2.30 -2.31 -7.33
C 2.17 -2.39 -5.86
O 0.80 -2.73 -5.58
C 0.42 -2.65 -4.22
N 3.58 -1.68 -7.82
H 1.11 -4.05 -7.83
H 2.74 -4.46 -7.42
H 2.41 -3.76 -9.02
H 1.45 -1.68 -7.73
H 2.37 -1.42 -5.36
H 2.80 -3.15 -5.47
H 0.89 -3.43 -3.59
H -0.66 -2.82 -4.03
H 0.63 -1.62 -3.82
H 3.73 -0.75 -7.34
H 4.38 -2.23 -7.43
C -4.80 -3.48 5.43
C -4.90 -2.40 4.35
C -4.34 -2.97 3.05
O -3.11 -3.64 3.29
C -2.00 -2.69 3.40
N -6.24 -1.99 4.28
H -3.76 -3.68 5.63
H -5.36 -4.30 5.06
H -5.37 -3.22 6.36
H -4.23 -1.55 4.66
H -4.16 -2.16 2.36
H -4.96 -3.72 2.55
H -2.27 -1.72 3.06
H -1.15 -3.10 2.88
H -1.77 -2.58 4.51
H -6.61 -1.78 5.18
H -6.48 -1.25 3.65
C -1.35 1.23 0.11
C -0.01 1.44 -0.64
C 1.09 1.05 0.29
O 0.83 -0.30 0.73
C 1.46 -0.54 2.02
N 0.16 0.70 -1.88
H -1.81 0.25 -0.07
H -2.13 1.84 -0.35
H -1.38 1.48 1.19
H 0.09 2.47 -0.90
H 1.03 1.79 1.10
H 2.11 1.02 -0.08
H 2.61 -0.58 1.95
H 1.02 -1.51 2.40
H 1.15 0.13 2.79
H 0.43 -0.29 -1.65
H -0.65 0.74 -2.50
C -4.94 1.24 1.34
C -5.98 2.13 0.73
C -5.54 3.61 0.59
O -5.30 4.26 1.80
C -4.56 5.50 1.81
N -6.34 1.72 -0.60
H -5.33 0.23 1.43
H -4.87 1.45 2.36
H -4.05 1.23 0.72
H -6.83 2.16 1.36
H -6.42 4.06 0.20
H -4.76 3.61 -0.16
H -3.95 5.54 2.71
H -5.16 6.37 1.78
H -3.97 5.47 0.90
H -5.90 0.83 -0.91
H -7.36 1.62 -0.76
C -4.11 -3.01 -3.60
C -4.93 -2.50 -2.46
C -4.71 -3.17 -1.13
O -4.48 -4.51 -1.32
C -4.27 -5.10 -0.02
N -4.82 -1.03 -2.17
H -3.03 -2.82 -3.56
H -4.54 -2.55 -4.53
H -4.17 -4.06 -3.68
H -6.04 -2.61 -2.65
H -5.52 -3.00 -0.39
H -3.85 -2.67 -0.69
H -5.14 -4.83 0.62
H -3.35 -4.67 0.43
H -4.32 -6.21 0.01
H -5.45 -0.47 -2.71
H -3.92 -0.70 -2.44
C 7.19 -0.57 3.90
C 6.27 -1.82 3.68
C 6.84 -2.77 2.61
O 5.91 -3.79 2.29
C 6.50 -4.90 1.78
N 5.89 -2.39 4.92
H 7.28 0.12 3.05
H 8.23 -0.93 4.08
H 6.94 0.01 4.78
H 5.34 -1.45 3.25
H 7.82 -3.17 2.95
H 6.99 -2.15 1.72
H 6.92 -4.71 0.74
H 5.69 -5.60 1.67
H 7.26 -5.28 2.46
H 5.55 -3.29 4.67
H 6.66 -2.53 5.58
C 2.47 -0.48 7.40
C 2.10 -1.24 6.13
C 0.62 -0.97 5.90
O -0.12 -1.55 7.00
C -1.47 -1.02 7.23
N 2.87 -0.71 4.99
H 2.46 0.54 7.08
H 3.57 -0.55 7.69
H 1.81 -0.73 8.23
H 2.22 -2.35 6.36
H 0.30 -1.46 4.88
H 0.49 0.13 5.78
H -1.38 -0.21 7.95
H -2.04 -1.82 7.68
H -1.81 -0.65 6.27
H 3.82 -0.55 5.32
H 3.04 -1.49 4.35
C 5.07 3.30 2.17
C 3.98 2.22 2.39
O 4.41 1.35 3.44
H 6.04 2.82 2.07
H 5.17 3.84 3.13
H 4.84 3.88 1.25
H 3.73 1.61 1.56
H 3.07 2.72 2.77
H 3.63 0.90 3.72
C -0.57 -4.77 -0.99
C -0.11 -3.61 -0.16
O -0.01 -2.52 -1.00
H -1.35 -4.47 -1.61
H -0.92 -5.59 -0.38
H 0.23 -5.10 -1.67
H 0.80 -3.77 0.39
H -0.91 -3.40 0.58
H 0.35 -1.80 -0.48
C -3.92 2.14 6.41
C -4.75 1.36 7.46
O -5.04 0.12 6.85
H -3.23 2.83 6.87
H -4.49 2.45 5.52
H -3.20 1.40 6.00
H -5.72 1.91 7.64
H -4.05 1.22 8.29
H -5.91 -0.17 7.08
C 0.03 4.13 4.47
C 0.69 4.77 3.29
O 0.75 3.84 2.23
H 0.49 3.20 4.75
H -0.92 3.84 4.03
H -0.09 4.76 5.32
H 1.69 5.06 3.64
H 0.23 5.68 2.97
H 0.36 4.22 1.40
C -4.82 4.79 -3.39
C -5.27 3.57 -4.10
O -5.38 2.32 -3.43
H -4.09 4.65 -2.58
H -5.65 5.25 -2.94
H -4.52 5.48 -4.17
H -4.56 3.31 -4.89
H -6.23 3.86 -4.52
H -5.71 2.45 -2.49
C -1.44 4.64 -4.49
C -0.81 3.38 -3.84
O -1.83 2.62 -3.11
H -0.73 5.12 -5.25
H -1.59 5.36 -3.73
H -2.29 4.27 -5.03
H -0.02 3.49 -3.09
H -0.39 2.91 -4.72
H -2.17 1.89 -3.62
*
```

Its gap between HOMO and LUMO is 8.970 eV. The HOMO energy comes out at -8.49 eV. The calculation puts the lowest unoccupied orbital energy at 0.48 eV.

=====

2.
The following is a DFT calculation (wB97M-V/def2-TZVPD) of a 2-piece molecular cluster, CH5N3O2S overall.

The geometry in ORCA input format:
```
! RIJCOSX wB97M-V def2-TZVPD def2/J DEFGRID3
* xyz 0 1
C 0.34 -0.34 0.55
H -0.25 1.53 2.77
H 1.63 -0.06 1.97
H -1.34 0.57 0.76
H -1.90 -0.63 -1.75
H 1.39 -1.59 -2.19
N 0.64 0.22 1.76
N -0.85 0.10 0.04
N 1.12 -1.05 -0.12
O 0.56 1.60 2.03
O 0.37 -1.82 -1.13
S -0.96 0.57 -1.49
*
```

Its gap between HOMO and LUMO is 8.434 eV. The HOMO energy comes out at -8.71 eV. The calculation puts the lowest unoccupied orbital energy at -0.27 eV.

=====

3.
The following is a DFT calculation (wB97M-V/def2-TZVPD) of a single C17H16N2O2 molecule.

The geometry in ORCA input format:
```
! RIJCOSX wB97M-V def2-TZVPD def2/J DEFGRID3
* xyz 0 1
C 5.64 1.51 0.36
C 4.40 0.68 0.27
C 3.15 1.28 0.10
C 2.00 0.53 0.00
C 2.06 -0.86 0.06
C 0.88 -1.69 -0.04
C -0.37 -1.31 0.25
C -1.48 -2.26 0.12
O -1.33 -3.46 -0.04
N -2.76 -1.76 0.21
C -3.21 -0.44 0.32
C -4.22 -0.16 1.24
C -4.69 1.12 1.41
C -4.15 2.16 0.67
C -3.16 1.90 -0.26
C -2.70 0.60 -0.47
C -1.69 0.42 -1.56
N -1.92 -0.63 -2.39
O -0.79 1.21 -1.74
C 3.31 -1.47 0.19
C 4.46 -0.71 0.31
H 5.46 2.41 0.95
H 6.45 0.94 0.82
H 5.96 1.81 -0.63
H 3.09 2.36 0.05
H 1.06 1.02 -0.16
H 1.02 -2.71 -0.37
H -0.60 -0.33 0.64
H -3.46 -2.48 0.39
H -4.62 -0.97 1.84
H -5.47 1.32 2.13
H -4.50 3.17 0.81
H -2.74 2.69 -0.85
H -2.61 -1.32 -2.19
H -1.25 -0.81 -3.12
H 3.38 -2.55 0.22
H 5.42 -1.20 0.42
*
```

Its gap between HOMO and LUMO is 8.587 eV. The HOMO energy comes out at -8.47 eV. The calculation puts the lowest unoccupied orbital energy at 0.12 eV. Its structure (SMILES) is Cc1ccc(/C=C/C(=O)Nc2ccccc2C(N)=O)cc1.

=====

4.
The following is a DFT calculation (wB97M-V/def2-TZVPD) of a single C9H13NO molecule.

The geometry in ORCA input format:
```
! RIJCOSX wB97M-V def2-TZVPD def2/J DEFGRID3
* xyz 0 1
C 3.04 0.96 0.00
C 1.54 0.65 -0.06
C 0.64 1.72 0.59
C 1.02 -0.57 -0.35
N 1.83 -1.71 -0.37
C 1.02 -2.65 -0.07
O -0.25 -2.38 0.09
C -0.34 -1.02 -0.29
C -1.71 -0.38 -0.17
C -2.74 -0.98 0.63
C -1.89 0.86 -1.02
H 3.61 0.39 0.68
H 3.35 0.76 -1.02
H 3.16 2.02 0.34
H 0.34 2.60 -0.09
H -0.29 1.18 0.91
H 1.28 2.17 1.34
H 1.15 -3.73 -0.01
H -3.63 -0.60 0.21
H -2.67 -2.09 0.51
H -2.52 -0.68 1.74
H -1.83 1.73 -0.30
H -1.15 0.88 -1.76
H -2.94 0.88 -1.52
*
```

Its gap between HOMO and LUMO is 7.448 eV. The HOMO energy comes out at -7.11 eV. The calculation puts the lowest unoccupied orbital energy at 0.34 eV. Its structure (SMILES) is CC(C)=c1ncoc1=C(C)C.

=====

5.
The following is a DFT calculation (wB97M-V/def2-TZVPD) of a 2-piece molecular cluster, C5H16N2O overall.

The geometry in ORCA input format:
```
! RIJCOSX wB97M-V def2-TZVPD def2/J DEFGRID3
* xyz 0 1
C -1.43 0.09 2.97
N -0.59 -0.42 1.90
C 0.54 0.27 1.33
C 0.42 0.32 -0.22
C 1.61 -0.28 -0.96
N -0.04 1.59 -0.76
C -0.59 1.55 -2.10
H -1.83 -0.78 3.47
H -2.16 0.79 2.55
H -0.82 0.72 3.61
H -0.95 -1.19 1.42
H 0.52 1.32 1.65
H 1.48 -0.15 1.68
H -0.37 -0.41 -0.37
H 2.55 0.27 -0.75
H 1.55 -0.16 -2.04
H 1.83 -1.31 -0.68
H 0.77 2.19 -0.75
H -1.17 0.64 -2.24
H -1.33 2.33 -2.24
H 0.15 1.77 -2.87
O -0.13 -2.74 -1.29
H 0.34 -3.55 -1.07
H -0.37 -2.85 -2.22
*
```

Its gap between HOMO and LUMO is 8.242 eV. The HOMO energy comes out at -7.60 eV. The calculation puts the lowest unoccupied orbital energy at 0.65 eV. Its structure (SMILES) is CNC[C@H](C)NC.O.

=====

6.
The following is a DFT calculation (wB97M-V/def2-TZVPD) of a 2-piece molecular cluster, C4H4ClF overall.

The geometry in ORCA input format:
```
! RIJCOSX wB97M-V def2-TZVPD def2/J DEFGRID3
* xyz 0 1
C -0.57 1.12 0.14
C 0.45 0.86 -0.86
C -0.15 -0.04 0.93
C 0.87 -0.32 -0.14
F -1.07 -1.05 1.24
Cl -0.60 -2.85 -1.41
H -1.47 1.75 0.29
H 0.59 1.23 -1.93
H 0.26 0.35 2.00
H 1.69 -1.05 -0.26
*
```

Its gap between HOMO and LUMO (alpha / beta) is 5.262 / 9.080 eV. The HOMO energy (alpha / beta) comes out at -8.45 / -10.40 eV. The calculation puts the lowest unoccupied orbital energy (alpha / beta) at -3.18 / -1.32 eV.

=====

We obtain energy above the lowest of the compared OMol25 structures with the same formula, charge and spin values of 61.48, 179.25, 10.04, 87.64, 38.89, 90.06 kcal/mol for the records listed above, in that order.